{
  "formula": "C2H4FN",
  "method": "the ωB97M-V functional and the def2-TZVPD basis",
  "homo_ev": -10.6,
  "multiplicity": 1,
  "total_charge": 0,
  "total_energy_ha": -233.166537,
  "e_above_lowest_kj_mol": 117.23,
  "elements": ["H", "C", "H", "F", "H", "H", "N", "C"],
  "xyz": [[-0.751, 0.930, -1.474], [-0.238, -0.443, 1.177], [-0.197, -1.621, 0.619], [-0.288, -0.578, 2.440], [1.131, 1.070, -1.247], [0.201, -0.478, -1.210], [-0.007, 0.620, 0.600], [0.149, 0.499, -0.905]]
}